C42H80BrN2O2PS | the ωB97M-V functional and the def2-TZVPD basis

```
129
Properties=species:S:1:pos:R:3:mulliken_charge:R:1
C 2.7479 1.8523 0.7524 -0.249
C 2.1941 3.3695 0.5149 0.514
P 0.3778 3.5856 0.9965 0.435
C 0.1600 4.4184 2.6808 -0.654
C 0.6191 3.3108 3.7944 -0.777
C -0.6482 4.3915 -0.3609 0.019
C -0.1546 5.4669 -1.3944 0.918
C 1.3490 5.9959 -1.3515 -1.276
C 2.1343 5.3513 -2.5979 -0.227
C 3.6822 5.7761 -2.7095 -0.884
C 4.5752 4.5180 -2.2414 0.684
C 5.7248 4.0827 -3.2773 -0.557
C 7.0872 3.5612 -2.5963 -0.765
C 6.8850 2.4927 -1.4099 0.197
C 7.3522 0.9972 -1.7665 -0.796
C 6.4961 0.2921 -2.9429 -0.638
C 4.9148 0.2043 -2.6339 -0.049
C 4.4621 -1.2278 -2.0060 -0.750
C 4.4052 -1.2275 -0.3940 -0.083
O 3.0653 -1.6022 0.0123 -0.398
C 2.9206 -1.5807 1.4609 -0.608
C -1.1278 6.0420 -2.4470 -0.633
Br -0.6065 7.4084 -3.8207 -0.170
C -2.6467 5.5808 -2.5328 0.708
N -3.6348 6.0391 -3.5019 -0.562
S -5.0245 5.1695 -3.0122 0.176
N -4.5773 4.2254 -1.6680 -0.601
C -3.1721 4.5260 -1.4862 0.434
C -2.1566 3.9570 -0.4408 -0.351
O -2.6385 3.0154 0.5139 -0.561
C -2.2982 1.6477 0.1610 -0.285
C -2.9122 1.1540 -1.2447 0.854
C -1.8418 1.3014 -2.4552 -1.097
C -3.2537 -0.4405 -1.1503 -1.264
C -4.7843 -0.7368 -0.7417 0.677
C -5.0498 -0.5615 0.8363 -1.448
C -5.1081 -2.2833 -1.1480 -0.875
H 1.9808 1.1134 0.3419 0.142
H 3.6756 1.7707 0.0649 -0.356
H 3.0071 1.6545 1.8565 0.347
H 2.4193 3.6146 -0.5754 -0.854
H 2.8124 4.0229 1.2477 0.432
H 0.6962 5.4198 2.8057 0.396
H -0.9789 4.5405 2.8488 0.280
H 1.6598 3.5117 4.2176 0.295
H 0.6772 2.2661 3.2943 0.087
H -0.1820 3.2177 4.6236 0.333
H 1.8705 5.8891 -0.3428 0.436
H 1.2950 7.1358 -1.5606 0.488
H 1.6299 5.6889 -3.5841 0.427
H 1.9629 4.2090 -2.5582 0.285
H 3.8614 6.6490 -1.9861 0.291
H 3.9903 6.1433 -3.7590 0.389
H 5.1069 4.8374 -1.2635 0.263
H 3.9568 3.5742 -2.0143 -0.651
H 5.9445 4.9122 -4.0533 0.366
H 5.3169 3.1922 -3.8970 0.141
H 7.7651 3.0790 -3.3982 0.318
H 7.5986 4.4827 -2.1315 0.300
H 7.5547 2.8443 -0.5311 0.343
H 5.8265 2.4304 -0.9861 -0.299
H 8.4837 0.9645 -1.9357 0.371
H 7.1556 0.3594 -0.8163 0.217
H 6.6872 0.8630 -3.9242 0.283
H 6.8731 -0.7976 -3.0034 0.369
H 4.5105 1.0987 -2.0285 -0.280
H 4.3716 0.2662 -3.6559 0.383
H 5.1344 -2.0731 -2.3845 0.257
H 3.3696 -1.3889 -2.3563 0.284
H 5.1600 -1.9979 -0.0037 0.346
H 4.7475 -0.2037 -0.0100 0.197
H 3.8390 -1.1348 1.9809 0.308
H 2.0370 -0.8616 1.6755 0.141
H 2.6262 -2.6120 1.8984 0.253
H -2.7861 0.9804 0.9731 0.129
H -1.1778 1.4090 0.2022 -0.139
H -3.8539 1.7772 -1.4362 0.250
H -1.1429 2.1974 -2.3043 0.059
H -2.4559 1.5128 -3.4096 0.291
H -1.1915 0.3595 -2.5918 0.374
H -2.4946 -0.8653 -0.3943 0.229
H -3.1113 -0.8543 -2.2103 0.455
H -5.4518 -0.0299 -1.3592 0.373
H -4.2071 -1.1091 1.4009 0.277
H -6.0844 -1.0160 1.0641 0.430
H -5.0062 0.5643 1.0613 0.259
H -4.2928 -2.6716 -1.8653 0.282
H -6.1418 -2.2830 -1.6342 0.095
H -5.1178 -2.8745 -0.1566 0.200
C -6.5875 -8.8128 -2.8055 -1.175
C -7.5618 -7.8095 -3.4071 -0.406
C -6.9267 -6.4504 -3.7052 -0.853
C -6.3892 -5.6950 -2.4854 -0.330
C -7.4122 -5.4157 -1.3839 -0.419
C -8.5614 -4.5271 -1.8387 -1.205
H -6.2143 -8.4802 -1.8335 0.279
H -7.0818 -9.7762 -2.6577 0.379
H -5.7316 -8.9708 -3.4677 0.288
H -8.4244 -7.6923 -2.7436 0.227
H -7.9496 -8.2224 -4.3446 0.362
H -7.6620 -5.8261 -4.2240 0.348
H -6.1019 -6.5924 -4.4132 0.395
H -5.9680 -4.7431 -2.8283 0.166
H -5.5521 -6.2540 -2.0526 0.351
H -6.8982 -4.9187 -0.5534 0.310
H -7.8093 -6.3530 -0.9811 0.379
H -8.1901 -3.5691 -2.2131 0.247
H -9.2352 -4.3240 -1.0021 0.372
H -9.1502 -5.0010 -2.6283 0.316
C 3.2998 -4.0018 8.1195 -1.184
C 2.0019 -3.2059 8.1265 -0.358
C 1.0353 -3.6112 7.0126 -0.801
C 1.5480 -3.3905 5.5859 -0.766
C 1.9527 -1.9547 5.2506 0.390
C 0.7993 -0.9653 5.3411 -1.091
H 3.8718 -3.8334 7.2034 0.280
H 3.9292 -3.7037 8.9616 0.376
H 3.1009 -5.0734 8.2097 0.291
H 2.2269 -2.1362 8.0685 0.253
H 1.5043 -3.3629 9.0895 0.374
H 0.0950 -3.0664 7.1492 0.309
H 0.7859 -4.6723 7.1287 0.399
H 0.7681 -3.7124 4.8862 0.421
H 2.4047 -4.0484 5.4023 0.315
H 2.3446 -1.9367 4.2272 -0.344
H 2.7717 -1.6251 5.8978 0.295
H -0.0180 -1.2558 4.6749 0.282
H 1.1347 0.0333 5.0478 0.195
H 0.4063 -0.8952 6.3586 0.385
```

charge: 0
DFT total energy: -5221.4494 Ha
spin multiplicity: 1
frontier orbital gap: 0.2346 hartree
SMILES: CCP(CC)c1c(CCCCCCCCCCCCOC)c(Br)c2nsnc2c1OC[C@@H](C)CC(C)C.CCCCCC.CCCCCC



C4H8OS3 | the ωB97M-V functional and the def2-TZVPD basis

```
16
Properties=species:S:1:pos:R:3:nbo_charge:R:1
C -1.6081 -0.2481 0.8476 -0.228
O -0.2888 -0.1468 1.4449 -0.547
C 0.3304 1.1027 1.3546 -0.194
S 1.4862 1.2766 -0.0709 0.181
C 1.8923 -0.4717 -0.2803 -0.670
S 0.6797 -1.5401 -1.2534 0.203
C -0.5546 -0.3632 -1.8631 -0.718
S -1.7416 0.5109 -0.7893 0.177
H -1.8166 -1.3358 0.7308 0.217
H -2.4004 0.1856 1.5032 0.209
H 0.8905 1.1755 2.2956 0.202
H -0.3894 1.9223 1.1833 0.202
H 2.8481 -0.5037 -0.8200 0.238
H 1.9818 -0.9292 0.7180 0.238
H -1.1986 -1.0678 -2.4430 0.242
H -0.1110 0.4327 -2.5581 0.248
```

charge: 0
relative energy (zero: lowest compared OMol25 entry of this formula, charge and spin): 28.9 kcal/mol
DFT total energy: -1426.9653 Ha
spin multiplicity: 1
frontier orbital gap: 0.3355 hartree
SMILES: C1OCSCSCS1



C12H18As2AuF5O | the ωB97M-V functional and the def2-TZVPD basis

```
39
Properties=species:S:1:pos:R:3:nbo_charge:R:1
Au -0.1412 0.0988 0.1267 0.818
C -0.8283 0.7238 3.4726 -0.948
As -0.0131 -0.6336 2.3870 1.271
C 1.7283 -0.9494 3.1177 -0.946
C -1.0648 -2.2330 2.5373 -0.397
C -1.0725 -2.8807 3.7690 -0.186
C -1.7835 -4.0639 3.9108 -0.152
C -2.4770 -4.5950 2.8320 -0.163
C -2.4834 -3.9358 1.6100 -0.131
C -1.7853 -2.7423 1.4623 -0.373
As -1.8788 -1.7542 -0.1854 0.982
C -1.4697 -2.9683 -1.6248 -0.926
C -3.7187 -1.2232 -0.4259 -0.930
H -0.7977 0.3518 4.4977 0.275
H -1.8609 0.8823 3.1705 0.267
H -0.2625 1.6507 3.3997 0.275
H 1.5853 -1.2374 4.1597 0.269
H 2.3086 -0.0329 3.0692 0.282
H 2.2245 -1.7497 2.5764 0.280
H -0.5230 -2.4872 4.6161 0.232
H -1.7880 -4.5746 4.8641 0.256
H -3.0225 -5.5222 2.9439 0.255
H -3.0449 -4.3544 0.7834 0.226
H -2.3502 -3.5858 -1.7978 0.265
H -0.6223 -3.5894 -1.3435 0.269
H -1.2372 -2.4052 -2.5264 0.269
H -4.3682 -2.0972 -0.3974 0.263
H -3.8175 -0.7333 -1.3933 0.262
H -3.9983 -0.5366 0.3697 0.258
O -0.5069 1.0695 -1.7862 -0.953
H 0.2650 1.3129 -2.3197 0.543
H -1.1344 1.8057 -1.8210 0.536
F 2.7038 0.8009 0.8868 -0.307
C 1.9495 0.4207 -0.1444 0.384
F 2.1336 1.3096 -1.1439 -0.320
C 2.4409 -0.9558 -0.6739 0.898
F 2.1538 -1.9260 0.2115 -0.323
F 3.7333 -0.9560 -0.9077 -0.261
F 1.7705 -1.2266 -1.8079 -0.317
```

charge: +2
relative energy (zero: lowest compared OMol25 entry of this formula, charge and spin): 0.0 kcal/mol
DFT total energy: -5649.2532 Ha
spin multiplicity: 1
frontier orbital gap: 0.2732 hartree



C30H34P2PdSe2 | the ωB97M-V functional and the def2-TZVPD basis

```
69
Properties=species:S:1:pos:R:3:nbo_charge:R:1
Pd -0.4094 0.4398 0.1128 0.280
C 3.5152 0.9283 0.0574 -0.763
Se 2.0371 -0.2673 -0.3683 0.482
C 2.1322 -1.4009 1.2297 -0.584
C 1.6643 -0.7189 2.4939 -0.570
Se -0.2164 -0.1348 2.4534 0.677
C -1.0877 -1.8647 2.6956 -0.773
H 4.3955 0.2965 0.1674 0.280
H 3.3266 1.4920 0.9648 0.233
H 3.6432 1.5740 -0.8068 0.267
H 3.1829 -1.6866 1.3156 0.296
H 1.5706 -2.3069 1.0027 0.249
H 2.2396 0.1750 2.7323 0.262
H 1.7158 -1.3832 3.3607 0.290
H -1.0829 -2.0416 3.7709 0.292
H -0.5461 -2.6493 2.1748 0.249
H -2.1115 -1.7781 2.3388 0.255
C -1.2334 1.8108 -1.7079 -0.805
C -2.6897 1.4002 -1.4723 -0.767
P -2.7177 -0.0743 -0.3959 1.304
C -4.3028 -0.2242 0.3315 -0.524
C -4.8554 -1.5200 0.4185 -0.134
C -6.1464 -1.6791 0.8829 -0.187
C -6.8670 -0.5706 1.3151 -0.061
C -6.3172 0.7133 1.2554 -0.203
C -5.0353 0.8930 0.7861 -0.106
C -2.1994 -1.4783 -1.3609 -0.504
C -1.0853 -2.2402 -0.9853 -0.221
C -0.6558 -3.2871 -1.7857 -0.190
C -1.3521 -3.5863 -2.9511 -0.108
C -2.4813 -2.8553 -3.3109 -0.171
C -2.9061 -1.7931 -2.5297 -0.111
P -0.4113 2.7676 -0.3364 1.559
C -1.3844 3.5871 0.8349 -0.564
C -1.1146 4.9789 0.9983 -0.079
C -1.8515 5.7225 1.8946 -0.198
C -2.7973 5.0958 2.6994 -0.020
C -3.0371 3.7161 2.5928 -0.209
C -2.3347 2.9667 1.6867 -0.090
C 0.7988 3.8135 -1.0733 -0.432
C 2.1001 3.9449 -0.5792 -0.202
C 2.9782 4.8226 -1.1912 -0.173
C 2.5601 5.5652 -2.2910 -0.089
C 1.2544 5.4610 -2.7630 -0.174
C 0.3664 4.5774 -2.1797 -0.191
H -1.0878 2.5150 -2.5374 0.347
H -0.5972 0.9577 -2.0369 0.291
H -3.1961 1.1631 -2.4127 0.306
H -3.2565 2.2095 -1.0074 0.282
H -4.2874 -2.3855 0.0998 0.241
H -6.5947 -2.6632 0.9083 0.271
H -7.8655 -0.7044 1.7122 0.269
H -6.9060 1.5640 1.5710 0.263
H -4.6200 1.8912 0.7488 0.206
H -0.5982 -2.0671 -0.0268 0.189
H 0.1932 -3.8920 -1.4958 0.254
H -1.0220 -4.4029 -3.5802 0.271
H -3.0368 -3.1214 -4.2007 0.272
H -3.7834 -1.2292 -2.8257 0.233
H -0.3497 5.4617 0.4069 0.252
H -1.6771 6.7863 1.9850 0.281
H -3.3397 5.6750 3.4372 0.273
H -3.7663 3.2503 3.2423 0.261
H -2.4933 1.8971 1.6404 0.200
H 2.4124 3.4022 0.3013 0.224
H 3.9782 4.9507 -0.7986 0.265
H 3.2527 6.2361 -2.7832 0.273
H 0.9282 6.0701 -3.5962 0.274
H -0.6449 4.5174 -2.5648 0.229
```

charge: +4
relative energy (zero: lowest compared OMol25 entry of this formula, charge and spin): 0.0 kcal/mol
DFT total energy: -6775.4530 Ha
spin multiplicity: 1
frontier orbital gap (alpha / beta): 0.1870 / 0.1870 hartree



C2H7O2 | the ωB97M-V functional and the def2-TZVPD basis

```
11
Properties=species:S:1:pos:R:3:nbo_charge:R:1
O -1.0669 -1.1078 1.8739 -1.159
H -0.5723 -1.7701 2.3628 0.416
C -0.0197 0.1438 -0.8870 -0.010
O 0.5501 -0.2799 0.2608 -0.851
C 0.6949 1.3984 -1.4729 -0.634
H 0.0533 -0.6029 -1.7136 0.084
H -1.1008 0.3722 -0.8609 0.116
H -0.2101 -0.6290 1.1092 0.495
H 0.6525 2.1773 -0.7044 0.188
H 1.7512 1.1600 -1.6144 0.185
H 0.2512 1.7365 -2.4106 0.170
```

charge: -1
relative energy (zero: lowest compared OMol25 entry of this formula, charge and spin): 3.4 kcal/mol
DFT total energy: -230.8792 Ha
spin multiplicity: 1
frontier orbital gap: 0.2978 hartree



C2H7BrN | the ωB97M-V functional and the def2-TZVPD basis

```
11
Properties=species:S:1:pos:R:3:nbo_charge:R:1
C 1.3514 -0.1177 -0.1793 -0.408
N -0.0929 0.0537 -0.5891 -0.527
C -1.0549 -0.0091 0.5944 -0.356
Br -2.8376 -0.1487 0.0027 0.167
H 1.4288 -1.1409 0.1276 0.238
H 2.0177 0.2844 -0.8918 0.253
H 1.4485 0.3849 0.7479 0.231
H -0.5153 -0.6186 -1.2623 0.451
H -0.1802 0.9839 -1.0483 0.445
H -0.6757 -0.7366 1.2955 0.245
H -0.8898 1.0648 1.2027 0.259
```

charge: +1
relative energy (zero: lowest compared OMol25 entry of this formula, charge and spin): 4.9 kcal/mol
DFT total energy: -2708.8798 Ha
spin multiplicity: 1
frontier orbital gap: 0.4209 hartree
SMILES: C[NH2+]CBr



C24H20ClN3OS | the ωB97M-V functional and the def2-TZVPD basis

```
50
Properties=species:S:1:pos:R:3:nbo_charge:R:1
O -1.4357 -1.9158 2.9381 -0.547
C -2.3931 -1.4025 2.4100 0.581
C -2.5946 0.1089 2.4279 -0.630
S -0.9715 0.9270 2.3642 0.302
C -0.4198 0.0609 0.9700 0.184
N -1.1670 -0.7007 0.2206 -0.339
N -0.3814 -1.2077 -0.7435 -0.293
C 0.8240 -0.7457 -0.5907 0.347
C 1.9835 -1.0673 -1.4580 -0.432
C 1.7271 -0.6015 -2.9041 -0.410
C 1.5964 0.8931 -2.9602 -0.044
C 2.7087 1.6929 -3.1942 -0.221
C 2.6008 3.0733 -3.1840 -0.215
C 1.3779 3.6712 -2.9300 -0.223
C 0.2631 2.8824 -2.6988 -0.221
C 0.3706 1.5029 -2.7181 -0.167
N 0.8664 0.0867 0.5065 -0.397
C 1.9573 0.7457 1.1026 0.105
C 2.3081 0.4311 2.4112 -0.192
C 3.3768 1.0707 3.0083 -0.227
C 4.0924 2.0189 2.2920 -0.021
Cl 5.4318 2.8147 3.0348 0.014
C 3.7449 2.3389 0.9885 -0.245
C 2.6712 1.7035 0.3931 -0.147
C -3.4448 -2.1817 1.7242 -0.079
C -3.0816 -3.4016 1.1566 -0.175
C -4.0181 -4.1686 0.4917 -0.200
C -5.3313 -3.7357 0.4056 -0.195
C -5.7045 -2.5334 0.9854 -0.216
C -4.7674 -1.7524 1.6357 -0.210
H -3.0544 0.4211 3.3665 0.254
H -3.1822 0.4483 1.5778 0.248
H 2.8821 -0.5921 -1.0590 0.222
H 2.1273 -2.1501 -1.4575 0.239
H 0.8083 -1.0728 -3.2543 0.231
H 2.5575 -0.9312 -3.5306 0.214
H 3.6668 1.2298 -3.3855 0.211
H 3.4731 3.6825 -3.3713 0.215
H 1.2932 4.7476 -2.9163 0.215
H -0.6942 3.3435 -2.5048 0.216
H -0.5015 0.8896 -2.5436 0.219
H 1.7427 -0.3107 2.9544 0.245
H 3.6559 0.8343 4.0225 0.234
H 4.3042 3.0832 0.4446 0.232
H 2.3819 1.9562 -0.6148 0.234
H -2.0533 -3.7192 1.2324 0.233
H -3.7266 -5.1057 0.0416 0.214
H -6.0665 -4.3352 -0.1108 0.213
H -6.7309 -2.2022 0.9268 0.214
H -5.0738 -0.8249 2.0963 0.209
```

charge: 0
relative energy (zero: lowest compared OMol25 entry of this formula, charge and spin): 29.2 kcal/mol
DFT total energy: -2024.4647 Ha
spin multiplicity: 1
frontier orbital gap: 0.3281 hartree
SMILES: O=C(CSc1nnc(CCc2ccccc2)n1-c1ccc(Cl)cc1)c1ccccc1



C7H14OSi | the ωB97M-V functional and the def2-TZVPD basis

```
23
Properties=species:S:1:pos:R:3:nbo_charge:R:1
C 1.9889 0.9413 -0.1043 -1.085
Si 0.7122 -0.5134 -0.0056 1.583
C 1.0474 -1.7534 -1.5337 -1.032
C 0.6596 -1.3184 1.7539 -1.135
C -1.0249 0.4473 -0.1735 -0.545
C -2.1033 -0.5372 -0.5301 0.438
O -1.9334 -1.7301 -0.5435 -0.550
C -1.4027 1.6314 0.8422 -0.375
C -1.2793 1.8432 -0.5993 -0.413
H 2.8663 0.5408 0.1846 0.222
H 2.0754 1.2769 -1.1307 0.231
H 1.8801 1.8220 0.4969 0.233
H 1.6534 -1.2755 -2.2291 0.222
H 1.5254 -2.5584 -1.1141 0.223
H 0.1208 -2.1388 -2.0847 0.256
H 0.8192 -0.6498 2.7430 0.251
H -0.3280 -1.9058 1.8680 0.257
H 1.5231 -2.0708 1.8215 0.235
H -3.2091 -0.2331 -0.5402 0.107
H -0.5678 1.9673 1.5099 0.220
H -2.3378 1.6796 1.3230 0.214
H -2.2647 2.0160 -1.0663 0.217
H -0.4207 2.5189 -0.8881 0.227
```

charge: 0
relative energy (zero: lowest compared OMol25 entry of this formula, charge and spin): 24.9 kcal/mol
DFT total energy: -639.7941 Ha
spin multiplicity: 1
frontier orbital gap: 0.3805 hartree
SMILES: C[Si](C)(C)C1(C=O)CC1